The following is a DFT calculation (ωB97M-V/def2-TZVPD) of a structure of composition C6H12O.

Properties
* total charge: 0
* total energy: -310.91093 Eh
* relative energy (zero: lowest compared OMol25 entry of this formula, charge and spin): 389.5 kJ/mol
* 2S+1: 1

CARTESIAN COORDINATES (ANGSTROEM)
O -1.150 1.244 0.320
H 0.673 -1.301 0.494
H 0.410 1.462 1.858
H 1.940 0.070 0.566
H -1.817 0.514 2.640
H -1.641 -0.329 -0.971
H 0.176 -1.534 -2.250
H -0.473 -0.527 3.232
C 0.028 0.506 1.501
C 0.926 -0.269 0.687
H -0.723 1.126 -1.794
H 1.020 1.245 -1.084
C -0.977 0.544 -0.802
H -1.457 -1.021 1.814
H 1.836 -1.021 -1.953
C -1.006 -0.170 2.355
H 0.954 -0.211 -3.228
C 0.437 0.327 -1.151
C 0.845 -0.655 -2.232